Formula: C36H49N5O7
Source: the OMol25 dataset
Level of theory: wB97M-V/def2-TZVPD

Total energy: -2201.70717 a.u.
M: 663.8 g/mol
Kohn-Sham gap: 8.32 eV
Maximum force: 0.0253 Eh/bohr

The geometry in ORCA input format:
```
! RIJCOSX wB97M-V def2-TZVPD def2/J DEFGRID3
* xyz 0 1
C 2.029 4.244 -1.136
H 2.374 4.496 -2.137
C 1.573 2.790 -1.075
H 0.698 2.669 -1.719
C 2.652 1.808 -1.537
C 3.906 1.769 -0.659
C 3.650 1.483 0.821
H 4.599 1.539 1.356
H 2.988 2.242 1.237
C 3.020 0.108 1.050
N 2.692 -0.141 2.449
C 1.633 0.531 2.951
O 0.987 1.291 2.244
C 1.279 0.324 4.419
C -0.096 0.906 4.751
H -0.172 1.057 5.829
H -0.195 1.872 4.253
C -1.242 -0.019 4.320
N -1.389 -0.075 2.875
C -2.092 0.883 2.169
C -1.974 0.984 0.823
C -2.674 1.981 0.007
O -3.667 2.606 0.308
O -2.059 2.128 -1.181
C -2.670 2.986 -2.148
C -3.447 2.176 -3.152
C -2.972 1.991 -4.443
C -3.696 1.245 -5.356
C -4.897 0.665 -4.981
C -5.367 0.828 -3.689
C -4.647 1.581 -2.778
H -5.018 1.720 -1.773
H -6.299 0.372 -3.393
H -5.463 0.083 -5.693
H -3.322 1.108 -6.360
H -2.036 2.443 -4.737
H -3.330 3.688 -1.626
H -1.852 3.528 -2.629
C -1.013 0.103 0.056
N -0.610 -1.007 0.894
C -0.635 -1.039 2.236
O -0.068 -1.930 2.857
H -0.027 -1.709 0.460
C -1.650 -0.461 -1.195
C -1.010 -0.364 -2.426
C -1.593 -0.887 -3.561
C -2.825 -1.521 -3.458
C -3.473 -1.636 -2.235
C -2.879 -1.107 -1.108
H -3.372 -1.182 -0.150
H -4.430 -2.133 -2.190
N -3.442 -2.060 -4.640
O -4.524 -2.595 -4.519
O -2.844 -1.951 -5.690
H -1.118 -0.813 -4.527
H -0.060 0.143 -2.493
H -0.131 0.698 -0.229
C -2.989 1.769 2.970
H -3.517 2.449 2.312
H -2.417 2.347 3.692
H -3.726 1.172 3.506
H -2.179 0.304 4.771
H -1.032 -1.039 4.653
H 2.046 0.822 5.018
H 1.280 -0.738 4.664
C 3.561 -1.049 3.174
C 4.944 -0.446 3.419
H 5.507 -1.097 4.082
H 5.494 -0.368 2.486
H 4.853 0.537 3.874
H 3.104 -1.286 4.137
C 3.690 -2.385 2.404
O 4.760 -2.812 2.019
N 2.520 -3.012 2.223
H 1.646 -2.612 2.556
C 2.426 -4.305 1.580
C 1.373 -4.313 0.474
C 1.748 -3.407 -0.696
C 0.694 -3.439 -1.798
H 0.610 -4.442 -2.209
H -0.285 -3.149 -1.417
H 0.959 -2.761 -2.606
H 1.884 -2.383 -0.337
H 2.707 -3.732 -1.105
H 0.416 -4.002 0.900
H 1.259 -5.337 0.114
H 2.168 -5.061 2.332
H 3.416 -4.535 1.178
H 3.695 -0.678 0.710
H 2.087 0.049 0.483
H 4.578 1.002 -1.056
H 4.425 2.726 -0.737
H 2.961 2.077 -2.552
H 2.222 0.805 -1.591
H 1.261 2.553 -0.057
H 1.204 4.906 -0.880
H 2.839 4.429 -0.435
*
```

These are the Löwdin partial charges, in e, on atoms 1 to 4: C -0.10; H 0.08; C -0.27; H 0.09